Entry a
Molecular formula: C3H4OS2
Method: DFT, the ωB97M-V functional and the def2-TZVPD basis

Geometry (Å):
C: 1.740 -0.153 0.357
C: 0.879 0.358 1.106
C: -0.159 0.762 1.779
O: -2.174 -1.991 -2.440
S: -2.028 0.789 -2.891
S: -1.344 -0.841 -2.174
H: 2.205 0.538 -0.278
H: -1.140 0.702 1.446
H: -0.108 1.014 2.847
H: 2.130 -1.179 0.248

Entry b
Molecular formula: C3H4OS2
Method: DFT, the ωB97M-V functional and the def2-TZVPD basis

Output
- SMILES string: S=C1OCCS1

Geometry (Å):
C: 1.466 0.051 -0.153
C: -0.886 0.656 -0.107
C: -0.527 -0.711 0.252
H: -1.352 0.556 -1.140
H: -1.570 1.037 0.634
H: -0.361 -0.931 1.260
H: -1.348 -1.501 -0.226
O: 0.713 -0.919 -0.433
S: 3.200 0.189 0.003
S: 0.666 1.573 -0.089

entry b is preferred energetically. Next in line: 143.3 kJ/mol higher.

Entry a
Molecular formula: C3H4OS2
Method: DFT, the ωB97M-V functional and the def2-TZVPD basis

Geometry (Å):
C: -1.251 0.616 -0.068
C: -0.288 1.018 -0.866
C: 0.810 1.323 -1.482
O: -0.564 -2.430 0.702
S: 1.165 -1.826 2.902
S: 0.670 -2.930 1.399
H: -1.324 1.364 0.690
H: 1.778 1.345 -0.919
H: 0.831 1.760 -2.422
H: -1.827 -0.238 0.065

Entry b
Molecular formula: C3H4OS2
Method: DFT, the ωB97M-V functional and the def2-TZVPD basis

Output
- SMILES string: O=C(S)[C@@H]1CS1

Geometry (Å):
C: -0.798 0.148 -0.391
C: 0.217 -0.474 0.399
C: 1.484 0.252 0.339
H: -3.178 0.324 -0.680
H: 0.214 -1.221 1.169
H: 1.650 1.393 0.124
H: 2.062 0.050 1.208
O: -0.612 1.238 -0.918
S: -2.500 -0.762 -0.316
S: 1.460 -0.948 -0.935

entry b is preferred energetically. Next in line: 170.7 kJ/mol higher.